Entry 1:
The following is a DFT calculation (ωB97M-V/def2-TZVPD) of a 4-piece molecular cluster, C25H29BrF6IN7O2P overall in a non-equilibrium geometry.

The geometry in XYZ format:
```
72
Properties=species:S:1:pos:R:3
N -0.76906 -3.41548 -7.02525
C -1.76191 -3.60399 -6.00028
N -2.38601 -4.93685 -5.98762
N -2.84025 -2.64012 -6.30293
C -1.19584 -3.31728 -4.58579
N 0.25385 -3.36594 -4.53307
C 1.06191 -3.05125 -3.53499
N 2.39156 -3.13138 -3.65850
C 2.89854 -2.76684 -2.49544
P 4.75256 -2.80963 -2.33764
O 4.93745 -1.29389 -1.81110
Br 5.08478 -4.03168 -0.48695
N 1.91766 -2.45669 -1.63356
I 2.23375 -1.80661 0.27802
N 0.72237 -2.63393 -2.28773
C -0.52641 -2.39384 -1.61167
C -1.00279 -0.93057 -1.74207
O -0.59631 -0.33355 -2.93796
C -2.50709 -0.90187 -1.52667
F -2.99007 0.34836 -1.62072
F -2.78025 -1.38729 -0.29742
F -3.15757 -1.65772 -2.44198
H -0.22245 -4.25899 -7.15216
H -1.26910 -3.28634 -7.89629
H -3.37712 -4.82364 -6.15286
H -2.05271 -5.46228 -6.78421
H -3.50493 -2.66409 -5.53430
H -2.43874 -1.70836 -6.26506
H -1.61135 -4.06918 -3.92444
H -1.55149 -2.35819 -4.23551
H 0.73133 -3.67188 -5.36197
H 5.83657 -1.16882 -1.48887
H -1.25992 -3.10827 -1.95142
H -0.40041 -2.60042 -0.55796
H -0.58967 -0.37646 -0.90407
H -1.36649 -0.12639 -3.47165
F 6.14268 -6.47112 6.03387
C 5.91203 -5.52592 5.11017
C 5.92144 -5.87899 3.77553
C 5.67859 -4.89930 2.82551
C 5.44002 -3.58913 3.21609
C 5.43945 -3.25628 4.56384
C 5.67270 -4.22990 5.52245
H 6.11675 -6.90443 3.49281
H 5.67779 -5.16188 1.77702
H 5.25747 -2.82644 2.46928
H 5.25947 -2.23523 4.87126
H 5.67111 -3.99408 6.57781
F -3.12759 5.66376 2.19982
C -2.59422 5.17058 1.06595
C -2.69232 3.81705 0.81793
C -2.14344 3.31217 -0.35138
C -1.50256 4.15910 -1.24545
C -1.41397 5.51704 -0.97242
C -1.96616 6.03246 0.19019
H -3.19105 3.17529 1.53197
H -2.21618 2.25821 -0.56360
H -1.07277 3.76162 -2.15552
H -0.91318 6.17833 -1.66571
H -1.91395 7.08815 0.41932
F -2.57544 5.59703 8.18514
C -2.70941 6.59534 7.28876
C -2.78955 6.28241 5.94727
C -2.93045 7.31021 5.02688
C -2.98131 8.62894 5.45798
C -2.89546 8.92045 6.81228
C -2.76204 7.89813 7.74008
H -2.74172 5.24818 5.63327
H -3.00020 7.08083 3.97583
H -3.08862 9.42894 4.73808
H -2.93206 9.94722 7.14943
H -2.70025 8.10267 8.80036
```

- Charge: +1
- HOMO energy: -10.26 eV
- Calculated total energy: -144651.8373 eV

=====

Entry 2:
The following is a DFT calculation (ωB97M-V/def2-TZVPD) of a 2-piece molecular cluster, C6H13NO2P overall in a non-equilibrium geometry.

The geometry in XYZ format:
```
23
Properties=species:S:1:pos:R:3
C 0.55967 -0.99322 0.60591
C 0.29736 0.25978 1.50805
C 0.43135 -0.58568 -0.86217
C -1.09863 0.70654 1.43448
C -0.84881 0.17823 -1.09566
C -1.36579 1.16938 -0.01082
N -3.23697 -1.96278 -2.89577
O -0.92931 -3.22319 -2.48214
O -0.98642 -1.20815 -4.05564
P -1.70114 -2.15032 -3.18510
H 1.55552 -1.40794 0.61754
H -0.33127 -1.63515 0.84276
H 0.61242 0.20758 2.56301
H 0.87986 1.07077 1.00943
H 1.32886 0.08635 -1.03411
H 0.47390 -1.21198 -1.73062
H -1.77937 -0.06347 1.78602
H -1.08088 1.54016 2.26395
H -0.77083 0.67724 -2.04647
H -1.67989 -0.57257 -1.12974
H -0.76053 1.99424 0.00529
H -3.52593 -2.58585 -2.14318
H -2.43015 1.44442 -0.29570
```

- Charge: -1
- HOMO energy: -4.85 eV
- Calculated total energy: -21309.1119 eV

=====

Entry 3:
The following is a DFT calculation (ωB97M-V/def2-TZVPD) of C29H20Cl76F3NO6P as an isolated structure in a non-equilibrium geometry.

The geometry in XYZ format:
```
136
Properties=species:S:1:pos:R:3
O -3.14525 -3.99424 -0.80952
C -4.61254 -3.88740 -0.83044
C -5.11340 -4.22974 -2.36903
O -4.57565 -3.32315 -3.39631
C -5.15238 -1.97252 -3.31011
O -6.43486 -1.80156 -4.02530
C -7.07448 -0.51224 -3.63528
C -8.51551 -0.69991 -2.85920
C -8.79384 -2.21638 -2.24780
C -10.37857 -2.71917 -2.13484
O -11.30695 -1.58143 -2.22483
C -12.68970 -1.99584 -1.91975
F -13.13330 -2.96260 -2.96087
F -12.85794 -2.50662 -0.51838
F -13.60998 -0.81582 -2.03515
N -7.98344 -2.16609 -0.96160
C -7.65997 -0.73440 -0.50010
C -8.69088 0.14007 -1.42776
P -8.54719 2.05318 -1.47255
O -7.10282 2.58756 -2.30395
O -8.45757 2.70841 0.17564
H -2.94954 -4.86085 -0.30982
H -5.09459 -4.71000 -0.13663
H -4.99736 -2.83196 -0.46261
H -4.66495 -5.30869 -2.61232
H -6.29600 -4.36850 -2.43436
H -4.37925 -1.24710 -3.85838
H -5.25952 -1.55736 -2.22107
H -6.40289 0.15331 -2.94088
H -7.31261 0.10436 -4.62752
H -9.36401 -0.25749 -3.56740
H -8.31081 -3.14016 -2.79783
H -10.52721 -3.47621 -3.04531
H -10.51786 -3.34583 -1.14109
H -7.17573 -2.81075 -1.11064
H -8.55653 -2.59771 -0.20303
H -7.64394 -0.58824 0.66574
H -6.55271 -0.49141 -0.82620
H -9.71565 0.00067 -0.84142
H -7.12513 3.59045 -2.24076
H -8.36975 1.89910 0.78070
C -6.31000 4.00166 3.17672
Cl -7.71611 4.99764 3.62984
Cl -5.05684 4.13543 4.43626
Cl -6.81376 2.30002 3.01844
Cl -5.65317 4.57367 1.62231
C -9.90996 3.55819 -5.43200
Cl -9.12288 4.95524 -6.20868
Cl -11.65694 3.59105 -5.78088
Cl -9.20554 2.05032 -6.06802
Cl -9.65456 3.63623 -3.67033
C -6.90997 8.13470 -4.10843
Cl -8.49608 8.86174 -4.46920
Cl -5.91844 8.10797 -5.58860
Cl -6.08496 9.09945 -2.85823
Cl -7.14043 6.46951 -3.51781
C 0.59003 -2.86893 0.39689
Cl 0.04575 -3.95049 1.70396
Cl 2.14803 -2.13079 0.84690
Cl 0.78866 -3.80601 -1.10538
Cl -0.62234 -1.58827 0.14214
C 5.39002 -0.80336 -0.99489
Cl 5.04730 -0.58321 0.73962
Cl 6.94864 -0.03780 -1.39413
Cl 5.47020 -2.54363 -1.36824
Cl 4.09396 -0.04861 -1.95686
C 4.49001 -0.00332 4.71870
Cl 5.41082 1.42636 4.18711
Cl 3.28339 0.48596 5.93502
Cl 3.66133 -0.73021 3.31896
Cl 5.60457 -1.19540 5.43390
C 8.99001 -1.94276 1.72293
Cl 9.91082 -0.51308 1.19133
Cl 7.78339 -1.45347 2.93924
Cl 8.16133 -2.66965 0.32318
Cl 10.10457 -3.13484 2.43813
C 11.99004 2.69143 0.07294
Cl 12.77712 4.08848 -0.70374
Cl 10.24306 2.72430 -0.27593
Cl 12.69446 1.18356 -0.56307
Cl 12.24544 2.76947 1.83461
C 6.89001 -5.34187 4.82849
Cl 8.18584 -4.68787 3.79527
Cl 6.81738 -4.41477 6.34835
Cl 5.32973 -5.21166 3.97821
Cl 7.22716 -7.05324 5.19227
C 4.49002 -8.94889 2.76690
Cl 4.14730 -8.72875 4.50141
Cl 6.04864 -8.18333 2.36766
Cl 4.57020 -10.68917 2.39355
Cl 3.19396 -8.19415 1.80493
C 16.49000 2.77754 -0.74738
Cl 15.16743 2.81761 -1.94054
Cl 17.99503 3.35086 -1.50957
Cl 16.08117 3.83358 0.62813
Cl 16.71649 1.10800 -0.16760
C 0.59000 -0.41934 9.05259
Cl 1.14203 1.26621 9.22175
Cl 0.19931 -1.08051 10.66037
Cl -0.86217 -0.46805 8.02147
Cl 1.88095 -1.39511 8.30684
C 11.38999 -6.50846 5.52390
Cl 11.19352 -5.19424 4.33702
Cl 12.73886 -6.12062 6.62158
Cl 9.88895 -6.68620 6.46713
Cl 11.73880 -8.03283 4.66983
C -9.90998 -3.48579 3.08428
Cl -11.59701 -3.55256 3.65343
Cl -9.85855 -3.83134 1.33708
Cl -9.24447 -1.86128 3.38828
Cl -8.93988 -4.69817 3.95827
C 9.59005 4.61148 -3.87517
Cl 8.75309 6.00538 -3.14648
Cl 9.61699 4.79496 -5.64728
Cl 11.26059 4.53412 -3.26060
Cl 8.72940 3.11140 -3.44642
C -2.10994 1.09165 2.67825
Cl -1.48831 0.20065 4.09040
Cl -3.10898 2.45928 3.23164
Cl -0.74294 1.70622 1.71493
Cl -3.09970 0.00041 1.67606
C 11.09002 4.22797 -9.76057
Cl 10.74730 4.44811 -8.02606
Cl 12.64864 4.99353 -10.15981
Cl 11.17020 2.48770 -10.13393
Cl 9.79396 4.98271 -10.72255
C 0.59003 3.35422 5.87039
Cl -0.99608 4.08127 5.50962
Cl 1.58156 3.32749 4.39022
Cl 1.41504 4.31897 7.12059
Cl 0.35957 1.68903 6.46101
C 5.99006 9.16869 -3.83498
Cl 6.71666 9.35383 -2.21874
Cl 5.68809 10.77773 -4.53823
Cl 7.10497 8.26047 -4.88689
Cl 4.45035 8.28279 -3.69604
```

- Charge: +1
- HOMO energy: -11.29 eV
- Calculated total energy: -1013296.6799 eV

=====

Entry 4:
The following is a DFT calculation (ωB97M-V/def2-TZVPD) of one molecule with the formula C6H7ClFNO in a non-equilibrium geometry.

The geometry in XYZ format:
```
17
Properties=species:S:1:pos:R:3
N 1.61639 2.33994 -0.43315
C 1.49445 1.12862 0.20486
F 2.31434 1.18882 1.31635
C 0.68361 0.03609 0.03115
C 0.89460 -1.17197 0.73569
C 0.02671 -2.15903 0.66400
C -1.26419 -1.94245 0.03393
Cl -1.94695 -3.25205 -0.86167
C -1.97610 -0.82267 0.06188
O -3.17921 -0.47817 -0.41635
H 1.99423 3.09293 0.14468
H 0.84915 2.48961 -1.04736
H -0.07662 0.07279 -0.88513
H 1.84399 -1.16294 1.20943
H 0.19976 -3.15140 1.03728
H -1.67328 0.06852 0.80327
H -3.40317 -1.13628 -1.05892
```

- Charge: 0
- Structure (SMILES): N/C(F)=C/C=C\C(Cl)=C\O
- HOMO energy: -7.48 eV
- Calculated total energy: -25110.8014 eV